[1]
The following is a quantum chemistry calculation of C38H80NO25S7V as an isolated structure at a distorted geometry, from OMol25.

Each line ends with the Löwdin spin population.
Cartesian coordinates (Å):
1 C 5.4997 14.8223 11.2711  0.038
2 S 6.3418 13.1031 15.2212  0.001
3 H 6.7010 14.9408 13.1408  0.000
4 H 6.2749 20.4932 16.6195  0.000
5 C 9.6040 9.3220 13.1014  0.000
6 H 1.5921 16.7682 12.9006  0.000
7 H 5.3416 16.9137 10.4556  0.002
8 C 6.8610 11.2390 10.5180  0.012
9 N 5.5792 13.4494 10.6972  0.562
10 S 5.9949 14.3588 4.6822  0.000
11 H 8.4858 17.5544 7.0840  0.000
12 O 7.4242 19.7390 11.7222  0.000
13 O 11.1785 11.8859 8.2969  0.000
14 C 5.8766 14.7046 15.8245  0.000
15 H 8.5491 17.4050 5.2637  0.000
16 H 10.1772 18.9136 12.7600  0.000
17 H 4.0944 21.5603 14.7283  0.000
18 C 13.5133 12.1470 11.4896  0.000
19 H 5.0227 12.3850 3.6095  0.000
20 H 1.6434 16.5942 16.8972  0.000
21 C 10.6363 12.0469 7.2608  0.000
22 H 10.1472 17.0563 8.8885  0.000
23 V 2.9679 11.7679 10.9561  0.007
24 H 5.9321 21.6580 14.6681  0.000
25 C 5.1145 13.7577 6.1304  0.000
26 H -0.0048 16.5589 17.4006  0.000
27 C 9.9428 12.9934 5.3725  0.000
28 H 11.5571 9.1263 14.0500  0.000
29 H -0.1886 16.1498 10.1830  0.000
30 C 4.8573 13.4589 3.5228  0.000
31 C 8.1568 7.6093 6.4948  0.000
32 H 11.5525 16.1244 8.4734  0.000
33 H 8.7698 17.7066 13.0634  0.000
34 H 3.2048 14.8796 11.7548  0.001
35 C 4.1860 14.9050 12.2287  0.021
36 S 13.8772 13.9059 11.9601  0.000
37 H 4.7970 19.2859 10.5501  0.000
38 H 6.6413 11.0563 11.5699  0.000
39 O 11.3908 17.9255 6.3252  0.000
40 O -0.9159 16.4463 14.3437  0.000
41 H 5.1221 12.6718 6.0358  0.000
42 C 8.0165 19.0213 10.7286  0.000
43 O 9.9561 11.1136 6.5891  0.000
44 H 6.6214 15.4692 15.6040  0.000
45 O 10.5395 13.2077 6.5980  0.000
46 O 9.8100 9.2714 11.6909  0.000
47 H 9.9423 15.3455 8.3738  0.000
48 H 8.8418 20.6188 13.0888  0.000
49 H 6.7122 10.0136 6.8470  0.000
50 H 7.0331 12.3794 8.2672  0.001
51 O 5.6882 15.8553 4.7075  0.000
52 C 5.2364 20.5077 16.2889  0.000
53 H 13.4025 11.9820 10.4179  0.000
54 O 7.0738 7.2342 7.1760  0.000
55 H 0.4601 14.8991 9.1557  0.000
56 C 5.0486 21.0549 14.8774  0.000
57 H 3.5771 20.4066 11.2781  0.000
58 H 8.5595 13.0796 8.8840  0.003
59 H 8.2039 12.0767 6.1744  0.000
60 O 3.4907 11.7078 12.3673  0.007
61 O 7.6977 18.9847 9.5426  0.000
62 O 1.5059 13.2352 11.6729  0.000
63 H -1.4164 12.5513 11.2219  0.000
64 H 5.6819 14.6162 16.8933  0.000
65 H 3.5159 18.6395 11.6138  0.000
66 H 8.4252 14.2583 14.9218  0.000
67 C 5.1813 15.8671 10.1967  0.027
68 H 6.8321 16.3136 12.0128  0.000
69 H 5.6924 15.8006 9.2362  0.000
70 C 12.3685 14.6322 11.1869  0.000
71 H 9.4459 13.9256 5.1036  0.000
72 H 8.6896 12.5558 14.6516  0.000
73 H 12.4498 14.4302 10.1188  0.000
74 C 6.7394 15.2304 12.0907  -0.001
75 H 4.6657 21.1913 16.9175  0.000
76 H 8.5931 8.9369 13.2351  0.000
77 C 1.6620 16.4025 13.9250  0.000
78 O 5.8264 12.0856 16.1597  0.000
79 H 1.2351 19.2751 11.3148  0.000
80 H 8.3534 15.0893 10.5071  0.000
81 C 7.8998 13.2330 11.3614  0.000
82 H 0.8268 15.1515 16.5627  0.000
83 H 11.4045 14.2787 11.5528  0.000
84 H 4.1597 15.7333 9.8408  0.001
85 S 0.3104 17.0832 14.9751  0.000
86 H 6.1955 10.6684 9.8702  0.000
87 H 0.8156 20.4670 10.3946  0.000
88 C 9.1200 11.7954 5.6550  0.000
89 O 14.9617 14.3580 11.0666  0.000
90 S 2.7389 19.1578 9.4280  0.000
91 H 7.5729 12.9063 12.3485  0.000
92 C 10.8039 8.4832 13.5949  0.000
93 H 8.1819 16.0286 6.1983  0.000
94 H 12.4701 15.7130 11.2848  0.000
95 H 8.9995 14.8888 12.0873  0.000
96 O 8.8038 6.8172 5.7512  0.000
97 H 14.3145 11.6027 11.9895  0.000
98 H 5.6917 14.0617 7.0037  0.000
99 C 8.2337 19.7419 12.8664  0.000
100 O 3.4595 10.3924 10.2060  -0.001
101 H 0.4026 18.8431 9.6407  0.000
102 H 8.8511 11.1509 4.8181  0.000
103 O 11.1993 7.6908 12.4556  0.000
104 H 4.1031 14.1222 12.9826  0.000
105 O 2.8264 20.3574 8.4702  0.000
106 C 8.0892 14.7420 11.5060  -0.001
107 O 9.0767 18.4194 11.2211  0.000
108 O 4.4908 13.1447 9.7589  0.247
109 H 3.8030 13.6407 3.7312  0.000
110 H 8.6530 13.1518 16.2966  0.000
111 O 5.0605 17.6408 14.5310  0.000
112 H -1.7443 14.1849 10.4775  0.000
113 O 4.6461 19.2530 16.1122  0.000
114 O 8.4400 8.8016 6.8440  0.000
115 H 4.9407 15.0645 15.3971  0.000
116 C 6.9062 12.8141 10.3716  0.035
117 H 2.6496 16.6900 14.2857  0.000
118 S 0.2802 14.1172 11.5279  0.000
119 H 4.1448 14.2488 6.0494  0.000
120 C 8.7713 16.9451 6.2266  0.000
121 H 9.7077 10.3552 13.4326  0.000
122 H 1.5260 15.3241 14.0068  0.000
123 C 0.5426 15.3422 10.1481  0.000
124 C 5.0733 18.8304 14.9066  0.000
125 O 10.7496 7.8457 10.1824  0.000
126 C -1.0560 13.3444 10.5669  0.000
127 H 12.5713 11.8605 11.9573  0.000
128 H 5.6067 8.2172 8.3213  0.000
129 H 5.0270 13.7796 2.4950  0.000
130 C 10.5015 16.2689 8.2232  0.000
131 C 6.6812 8.2132 8.1380  0.000
132 H 7.2295 14.1841 8.6413  0.000
133 C 8.1961 13.2673 15.3137  0.000
134 C 3.7663 19.4085 10.8830  0.000
135 H 1.5518 15.7539 10.1361  0.000
136 C 7.4720 13.1528 8.8975  0.035
137 H 10.4967 7.9097 14.4694  0.000
138 C 1.0992 19.4254 10.2438  0.000
139 C 7.3745 9.4037 7.4614  0.000
140 H 7.8388 10.1224 8.1367  0.000
141 H 4.3352 15.7994 12.8335  0.001
142 O 5.2265 19.8604 14.0695  0.000
143 H 7.6441 19.3828 13.7099  0.000
144 H 7.2229 7.9649 9.0507  0.000
145 C 10.5533 8.2385 11.3445  0.000
146 S 10.6286 16.6030 6.3874  0.000
147 C 0.6600 16.2279 16.6027  0.000
148 H -0.6650 12.8945 9.6544  0.000
149 H 8.8284 12.7744 11.0216  -0.001
150 H 7.8721 10.8666 10.3535  0.000
151 C 9.1407 18.6188 12.5960  0.000
152 H 10.5701 12.8253 4.4970  0.000

Values from the calculation:
- net charge = +1
- lowest unoccupied orbital energy (alpha / beta) (eV) = -4.674 / -5.286
- E_HOMO (alpha / beta) (eV) = -10.3312 / -10.3312
- Kohn-Sham gap (alpha / beta) (eV) = 5.66 / 5.05
- energy (hartree) = -7162.31303
- multiplicity = 2
- expectation value of S² = 0.76


[2]
The following is a quantum chemistry calculation of an isolated ion of composition C7H10N and charge +1 at a distorted geometry, from OMol25.

Each line ends with the Löwdin spin population.
Cartesian coordinates (Å):
1 C 0.5449 -0.8319 -1.2824  0.050
2 H -2.4445 -0.7954 1.4208  0.003
3 H 0.5461 -0.4156 -2.2681  0.002
4 H 1.0136 -0.4367 0.7610  0.006
5 H -1.1067 -0.9348 2.2381  0.005
6 C 0.6828 2.3942 1.3718  0.571
7 H -0.5341 -0.9414 -1.3100  0.019
8 H 1.5898 1.3437 -1.5291  0.002
9 C 0.8764 0.0604 -0.1713  0.275
10 C -1.1478 0.8345 1.0369  0.320
11 H 1.8458 3.4370 -0.1008  0.023
12 H -1.0523 -1.2203 0.6029  0.009
13 C 1.5458 2.4127 0.3128  0.377
14 C 1.4099 1.2568 -0.5086  0.041
15 N -1.4282 -0.5952 1.3313  0.054
16 H 1.0002 -1.7291 -1.1705  0.007
17 C -0.1370 1.4779 1.6018  0.222
18 H -2.1556 1.3321 0.7823  0.015

Values from the calculation:
- net charge = +1
- lowest unoccupied orbital energy (alpha / beta) (eV) = -3.645 / -6.117
- E_HOMO (alpha / beta) (eV) = -11.1052 / -13.6047
- relative energy (zero: lowest compared OMol25 entry of this formula, charge and spin) (eV) = 1.622
- Kohn-Sham gap (alpha / beta) (eV) = 7.46 / 7.49
- energy (hartree) = -326.95054
- multiplicity = 3
- expectation value of S² = 2.05


[3]
The following is a quantum chemistry calculation of a 2-piece molecular cluster, C2O3S overall at a distorted geometry, from OMol25.

Each line ends with the Mulliken charge.
Cartesian coordinates (Å):
1 C -1.9051 0.2651 0.1731  0.612
2 C 2.0475 -0.2821 0.0708  0.663
3 O -2.1593 -0.6857 0.7817  -0.326
4 O 1.8516 -1.0154 -0.7618  -0.311
5 S -1.7355 1.5679 -0.6570  -0.289
6 O 2.2249 0.3863 0.9841  -0.350

Values from the calculation:
- net charge = 0
- lowest unoccupied orbital energy (eV) = 0.386
- E_HOMO (eV) = -10.8829
- relative energy (zero: lowest compared OMol25 entry of this formula, charge and spin) (eV) = 0.080
- Kohn-Sham gap (eV) = 11.27
- energy (hartree) = -700.17423
- multiplicity = 1


[4]
The following is a quantum chemistry calculation of C8H16N2 as an isolated structure at a distorted geometry, from OMol25.

Each line ends with the Mulliken charge.
Cartesian coordinates (Å):
1 C -1.5319 1.1909 -0.7361  -1.377
2 H -3.3886 0.1472 1.0480  0.440
3 H 1.4963 -2.3354 0.3228  0.369
4 C -2.6151 -0.5566 0.7645  -1.568
5 H 2.1881 2.0024 0.7734  0.329
6 C -0.2764 -0.1660 0.1129  0.679
7 H -1.4932 1.0836 1.5398  0.395
8 C -0.1464 -1.5346 -0.4515  -0.727
9 H 1.6561 -2.2238 -1.5735  0.412
10 H 0.7925 2.2795 -0.3655  0.408
11 N 0.8723 0.3975 0.2588  -0.140
12 H -2.0524 0.5624 -1.4368  0.459
13 H -2.1413 2.0983 -0.6574  0.403
14 H -0.5879 1.5726 -1.1694  0.352
15 N 3.1672 -0.2127 -0.0415  -0.197
16 H 3.7013 -1.0723 -0.1052  0.318
17 H 3.6611 0.6689 0.0878  0.244
18 C 1.3862 -1.7173 -0.6102  -0.611
19 H -0.7708 -1.4447 -1.3682  0.463
20 C 1.9301 -0.4120 -0.2503  0.375
21 H 0.4805 2.1060 1.3944  0.279
22 H -2.4834 -1.4594 1.3661  0.363
23 H -0.5966 -2.3881 0.1288  0.427
24 H -2.8918 -0.7859 -0.2641  0.391
25 C 1.0889 1.8134 0.5527  -0.738
26 C -1.4446 0.3861 0.6798  0.250

Values from the calculation:
- net charge = +2
- lowest unoccupied orbital energy (eV) = -9.146
- E_HOMO (eV) = -19.5092
- relative energy (zero: lowest compared OMol25 entry of this formula, charge and spin) (eV) = 0.745
- Kohn-Sham gap (eV) = 10.36
- energy (hartree) = -423.23938
- multiplicity = 1


[5]
The following is a quantum chemistry calculation of a 13-piece molecular cluster, H26O13 overall, from OMol25.

Each line ends with the Mulliken charge.
Cartesian coordinates (Å):
1 O 2.2920 -0.5631 -2.1891  -0.563
2 O -0.7364 -0.1926 0.1865  -0.190
3 H -2.5154 -0.0965 -0.0125  0.260
4 H -3.3404 0.7168 1.7906  0.458
5 H 2.8828 2.5889 2.2361  0.300
6 O -3.2334 0.8180 2.7531  -0.653
7 O 2.5511 -0.7686 1.5650  -0.583
8 H 2.5293 -1.3845 -1.7469  0.233
9 H -2.3707 0.4323 2.9424  0.250
10 H -2.1542 -1.7961 2.7940  0.319
11 H -0.3170 -1.1334 -3.7179  0.418
12 H -2.1053 2.7704 -1.4005  0.285
13 H 1.3754 2.3399 -3.3782  0.309
14 H 3.0906 -0.3010 -2.6678  0.269
15 H -0.2142 -0.1625 0.9983  0.186
16 O 0.8163 -2.4332 -0.2639  -0.557
17 H 3.0942 -0.0067 1.3148  0.313
18 O -0.8549 -2.5630 -2.7258  -0.707
19 O 1.4395 2.3862 -2.4182  -0.608
20 O -3.4142 0.2925 -0.0378  -0.716
21 O 0.3528 -0.4772 -4.0096  -0.692
22 H 3.0972 -1.2648 2.1858  0.285
23 H -3.7590 0.0731 -0.9082  0.311
24 O 0.2340 1.4235 2.6999  -0.576
25 H 0.4516 -3.2003 0.1920  0.239
26 H 1.7001 -2.3197 0.1143  0.235
27 O -1.2547 2.5051 -1.0370  -0.582
28 O 2.4023 2.6530 1.4051  -0.618
29 H -1.4804 1.9955 -0.2491  0.316
30 H -0.3539 -2.3733 -1.9117  0.349
31 H -0.1102 0.0237 -0.5168  0.170
32 H 1.6319 2.0746 1.5274  0.307
33 H 0.0221 0.6798 3.2784  0.256
34 O -1.3946 -1.3892 3.2301  -0.605
35 H -0.6561 -1.9774 3.0380  0.285
36 H 1.4521 1.4692 -2.1340  0.298
37 H 1.0620 -0.5400 -3.3369  0.361
38 H -0.4386 2.0882 2.9007  0.295
39 H -1.7735 -2.3877 -2.4906  0.343

Values from the calculation:
- net charge = 0
- lowest unoccupied orbital energy (eV) = -0.635
- E_HOMO (eV) = -10.0077
- relative energy (zero: lowest compared OMol25 entry of this formula, charge and spin) (eV) = 1.960
- Kohn-Sham gap (eV) = 9.37
- energy (hartree) = -993.70122
- multiplicity = 1


[6]
The following is a quantum chemistry calculation of a 2-piece molecular cluster, C4H12N2O2 overall, from OMol25.

Each line ends with the Mulliken charge.
Cartesian coordinates (Å):
1 H -0.3836 -0.3935 -2.4685  0.288
2 H -0.7855 -0.2843 3.3160  0.337
3 H 1.6537 1.4394 0.1000  0.314
4 C -0.8200 1.4502 -1.9479  -0.568
5 O -0.0923 -0.5266 2.6882  -0.424
6 H 0.0683 1.6492 -0.7713  0.052
7 H -0.7773 -2.3222 1.3019  0.346
8 H -0.1959 1.8579 -2.7381  0.340
9 H -0.7082 -0.2290 -0.8059  0.551
10 N -0.7786 -0.3873 1.4080  -0.192
11 O -1.4434 -1.6214 1.1876  -0.346
12 H -1.6238 2.0914 -1.5961  0.339
13 H 1.9678 -0.9257 -0.6094  0.450
14 H 0.8107 -2.1737 -0.1794  0.381
15 C 0.6064 1.2223 0.2990  -1.075
16 H 1.8456 -1.4607 1.0697  0.368
17 H 0.1672 1.8919 1.0338  0.378
18 C 0.2469 -0.1522 0.4129  0.583
19 N -1.0260 0.1165 -1.8658  -0.552
20 C 1.2682 -1.2422 0.1655  -1.571

Values from the calculation:
- net charge = 0
- lowest unoccupied orbital energy (eV) = 0.809
- E_HOMO (eV) = -7.9945
- relative energy (zero: lowest compared OMol25 entry of this formula, charge and spin) (eV) = 7.305
- Kohn-Sham gap (eV) = 8.80
- energy (hartree) = -419.38003
- multiplicity = 1


[7]
The following is a quantum chemistry calculation of C17H12F4N2O5 in the gas phase at a distorted geometry, from OMol25.

Each line ends with the Mulliken charge.
Cartesian coordinates (Å):
1 C -0.0738 -0.5841 -2.6572  -0.676
2 C 1.7523 -2.3062 3.1264  -0.775
3 O -0.8043 -0.9236 0.8456  -0.221
4 H 2.9349 1.7466 0.3009  0.378
5 C 1.8764 1.8838 0.1324  -0.934
6 H -0.1115 -3.0436 2.4264  0.459
7 C 2.4202 -0.1296 2.3171  -0.390
8 C 1.2541 -0.0284 1.5719  0.925
9 N 3.8808 -1.3433 3.8554  1.043
10 H -2.5177 -1.5582 0.0545  -0.064
11 O 2.0556 4.1403 -0.5494  -0.632
12 O -3.4941 0.6865 -3.0953  -0.397
13 F -2.2693 -2.2615 1.9064  -0.275
14 H -2.0415 2.6981 -2.2284  0.391
15 F -4.1547 1.4520 -1.0912  -0.256
16 N 0.5009 2.9078 -1.5961  -0.099
17 H 0.4776 -1.5020 -2.7879  0.437
18 C -0.1212 1.7425 -2.0442  -0.046
19 C 0.3322 -1.0938 1.6233  0.396
20 H -5.3671 0.5719 -2.4200  0.187
21 C -1.4807 1.7833 -2.3449  -0.410
22 H -1.9542 -1.4423 -3.2597  0.486
23 C 0.9594 1.1218 0.7286  -0.127
24 C -2.1166 0.6353 -2.7818  0.215
25 O 4.0429 -2.3287 4.5405  -0.630
26 C -4.3258 0.5255 -2.0702  0.386
27 H 0.1502 3.7800 -1.9739  0.248
28 C 0.5853 -2.2225 2.3896  -0.622
29 H 1.6438 0.5262 -2.0397  0.515
30 C 1.5204 3.0634 -0.6933  0.166
31 C 0.5827 0.5531 -2.2289  -0.019
32 C -1.4321 -0.5594 -2.9282  -0.526
33 C -1.7175 -1.9027 0.7242  0.689
34 F -4.1410 -0.6655 -1.4280  -0.252
35 F -1.1863 -3.0408 0.2145  -0.266
36 H 3.1406 0.6738 2.3236  0.614
37 H 1.9648 -3.1733 3.7321  0.488
38 O 4.6652 -0.4250 3.7633  -0.617
39 H -0.0923 1.3014 0.5556  0.569
40 C 2.6617 -1.2588 3.0861  -0.358

Values from the calculation:
- net charge = 0
- lowest unoccupied orbital energy (eV) = -0.647
- E_HOMO (eV) = -9.1307
- relative energy (zero: lowest compared OMol25 entry of this formula, charge and spin) (eV) = 0.000
- Kohn-Sham gap (eV) = 8.48
- energy (hartree) = -1540.12718
- multiplicity = 1


[8]
The following is a quantum chemistry calculation of a 5-piece molecular cluster, H9O4S overall, from OMol25.

Each line ends with the Mulliken charge.
Cartesian coordinates (Å):
1 H -1.6778 0.5846 0.0612  0.268
2 H 1.4006 -3.4638 -1.3542  0.312
3 O -2.3679 1.2734 0.1869  -0.607
4 H -0.4796 2.0463 1.9330  0.347
5 H 0.0350 -1.8573 1.1871  -0.016
6 H -2.6755 1.5288 -0.6876  0.279
7 O 0.4039 1.6587 2.0092  -0.710
8 H 0.2123 0.7281 1.7848  0.264
9 S -0.3533 -1.2690 0.0405  -0.828
10 O 0.9586 -3.3110 -2.2008  -0.637
11 H 0.3144 -2.6381 -1.8960  0.291
12 O 1.6082 1.7766 -0.6623  -0.666
13 H 1.3424 2.0784 0.2225  0.390
14 H 1.2786 0.8644 -0.6244  0.314

Values from the calculation:
- net charge = -1
- lowest unoccupied orbital energy (eV) = 3.797
- E_HOMO (eV) = -4.1677
- relative energy (zero: lowest compared OMol25 entry of this formula, charge and spin) (eV) = 0.371
- Kohn-Sham gap (eV) = 7.96
- energy (hartree) = -704.62193
- multiplicity = 1